# 1
DFT (ωB97M-V with the def2-TZVPD basis set) results for a structure of composition C26H27Cl3N7O2Ti.

Last column: Mulliken charge in e.
Positions of all 66 atoms, in Å:
Ti 0.2427 -0.0265 0.0154  -0.685
Cl 3.4102 -1.4444 -4.6657  -0.058
Cl 5.5126 -1.2776 -2.6850  -0.037
Cl 4.2830 1.1470 -3.6864  -0.060
O 0.0943 1.0902 -1.5234  -0.085
O 0.1041 -1.3439 1.3572  -0.322
N -2.1800 -1.4794 1.2794  0.087
N 2.2396 -0.6526 -1.3908  -0.436
N 1.8918 0.8878 0.8855  0.047
N -2.5864 -2.9544 2.9532  0.021
N -0.4768 -1.6379 -1.3419  0.696
N -1.4085 0.8654 -3.1527  0.061
N -4.4077 -2.0098 1.8341  -0.300
C -2.9776 2.3287 1.3199  -1.148
C -3.3108 -3.7802 3.9206  -1.056
C 3.0282 -0.6085 -2.2200  -0.212
C -1.1450 -2.8269 2.8803  -0.165
C 3.3388 0.8438 4.3035  -0.767
C 0.9991 1.3572 4.4867  -1.490
C -2.1167 -0.2386 -2.4892  -0.858
C -1.9782 1.7698 0.5484  -0.667
C -1.3064 -1.5070 -2.3976  0.720
C -0.5051 1.5721 2.4765  1.989
C -1.0312 -1.8200 1.7764  -0.032
C -1.5280 2.1467 3.2353  -0.913
C 3.1876 0.7592 2.9325  -0.850
C 0.2095 -2.7926 -1.2266  -0.326
C 0.2819 2.5969 -3.3862  -1.526
C -2.7493 2.4970 2.6801  -1.028
C 0.8147 1.2799 3.1028  1.047
C 0.1057 -3.8304 -2.1273  -1.031
C -1.4514 -2.5012 -3.3451  -0.848
C -0.3652 1.4754 -2.6486  0.720
C 4.0498 -0.5595 -3.2917  0.810
C -0.7696 1.3390 1.1114  1.014
C 2.2303 1.1470 5.0812  -0.932
C 1.9497 0.9787 2.3549  1.152
C -0.7361 -3.6824 -3.2166  -0.522
C -3.1143 -2.1633 2.0356  0.155
H -1.3744 2.3626 4.2823  0.423
H -0.6991 -2.4766 3.8137  0.386
H -5.0941 -2.4803 2.4026  0.238
H -3.5085 2.9458 3.3083  0.453
H -3.8037 -3.1601 4.6695  0.370
H -4.0431 -4.4065 3.4114  0.390
H -2.1358 -2.3568 -4.1715  0.561
H 4.0451 0.5312 2.3083  0.444
H -0.6626 -3.7674 2.6003  0.365
H -2.6014 -4.4327 4.4206  0.403
H 0.6786 -4.7352 -1.9753  0.519
H -3.9019 2.6608 0.8652  0.546
H 0.7043 2.2311 -4.3253  0.402
H -4.7298 -1.3662 1.1310  0.221
H -2.4053 0.0674 -1.4868  -0.278
H -1.7481 1.1864 -4.0500  0.338
H -2.1477 1.7008 -0.5175  0.333
H -0.4571 3.3635 -3.6260  0.441
H 4.3080 0.6828 4.7551  0.450
H -0.8436 -4.4738 -3.9478  0.486
H 0.8738 -2.8828 -0.3791  0.574
H 1.0731 3.0359 -2.7866  0.351
H 0.1654 1.5824 5.1354  0.381
H 2.3236 1.2266 6.1560  0.461
H 1.9146 1.8288 0.4829  0.287
H 2.7558 0.4374 0.5921  0.502
H -3.0261 -0.4162 -3.0556  0.787

Atomic forces in eV per Å
0.1 0.1 -0.3
-0.1 -0.1 -0.2
0.3 -0.1 0.1
0.0 0.1 0.0
-0.3 0.5 -0.6
-0.5 -0.5 0.3
-0.2 0.0 0.0
-0.2 0.1 0.2
0.3 0.3 0.5
0.1 -0.1 0.1
0.1 -0.3 -0.2
-0.2 -0.1 -0.1
0.0 0.0 0.0
0.0 0.1 0.1
0.0 0.0 0.0
0.2 -0.1 -0.1
0.2 0.0 0.1
0.0 0.0 0.1
0.0 0.0 0.1
0.1 0.0 -0.1
0.2 0.0 -0.2
0.0 0.1 0.1
0.0 0.0 0.0
0.4 0.0 0.1
0.0 0.1 0.0
0.1 -0.1 0.0
-0.1 0.1 0.0
0.0 0.0 0.0
0.0 0.0 -0.1
-0.1 0.0 0.0
0.0 -0.1 -0.1
-0.1 -0.1 -0.1
0.3 0.0 0.2
-0.3 0.2 0.1
0.1 -0.2 0.0
0.0 0.0 0.0
0.0 0.0 -0.2
0.0 0.0 0.0
-0.2 0.0 0.0
0.0 0.0 0.0
0.0 0.0 0.0
0.0 0.0 0.0
0.0 0.0 0.0
0.0 0.0 0.0
0.0 0.0 0.0
0.0 0.0 0.0
0.0 0.0 0.0
0.0 0.0 0.0
0.0 0.0 0.0
0.0 0.0 0.0
0.0 0.0 0.0
0.0 0.0 0.0
0.0 0.0 0.0
-0.1 0.0 0.1
0.0 0.0 0.0
0.0 0.0 0.0
0.0 0.0 0.0
0.0 0.0 0.0
0.0 0.0 0.0
0.0 0.0 0.1
0.0 0.0 0.0
0.0 0.0 0.0
0.0 0.0 0.0
0.0 0.0 0.1
0.0 0.0 -0.1
0.0 0.0 0.0

Computed properties:
Kohn-Sham gap, eV: 6.8
M, g mol⁻¹: 623.77
Total charge: +3
Lowest unoccupied orbital energy, eV: -9.25
HOMO, eV: -16.0808

---

# 2
DFT (ωB97M-V with the def2-TZVPD basis set) results for a structure of composition C26H27Cl5CsIN5OS3 at a distorted geometry.

Last column: Mulliken charge in e.
Positions of all 69 atoms, in Å:
Cs 1.4438 -1.1937 2.6436  1.157
I 0.0019 1.4282 7.0721  -0.430
Cl 4.7490 -2.2826 4.4200  -0.245
Cl 3.7082 -6.9043 0.3582  -0.203
Cl 5.8624 -7.2548 2.5898  -0.215
Cl 6.3768 -4.9572 4.6382  -0.204
Cl 2.0540 -4.2443 0.1969  -0.268
S 0.1739 2.9057 3.1247  -0.110
S -2.2382 5.6080 2.6444  -0.177
S -2.5740 2.0434 1.1076  0.007
O -1.0748 -1.6270 2.8038  -0.565
N -2.6779 -1.3851 1.2147  -0.319
N -0.2746 -0.7995 -0.7310  -0.524
N 0.0795 -1.7225 -5.7402  -0.652
N -3.2477 -1.6320 3.4478  -0.391
N 0.0188 0.4999 -5.7112  0.035
C -0.2632 4.2995 4.2048  -0.745
C 0.1108 0.1539 -7.0375  0.677
C -1.1495 1.7391 3.5159  0.749
C -1.9329 4.8172 1.0265  -0.501
C 4.9587 -5.7811 2.4831  0.550
C 3.2928 -4.4191 1.4448  0.613
C -2.5184 2.0468 2.9302  -0.876
C 1.2916 0.1326 5.7429  -1.053
C 0.2965 -1.2093 -9.4052  -0.463
C 0.2607 0.1931 -9.3919  -0.407
C -0.1295 -1.9063 -1.4661  -0.460
C 0.1677 0.9006 -8.2077  -0.998
C 5.1897 -4.7490 3.3927  -0.299
C 4.4528 -3.5726 3.2669  0.698
C -2.9893 3.7633 0.6938  -0.909
C -2.2598 -1.5621 2.4985  0.227
C -0.0891 -0.6894 -3.5235  1.008
C -0.6126 5.5791 3.4556  -0.671
C 0.0034 -0.6643 -4.9810  0.060
C 3.4883 -3.3614 2.3015  -1.153
C -0.3307 0.3606 -1.3841  -0.574
C 3.9964 -5.6223 1.4878  -0.336
C -0.2385 0.4643 -2.7606  -0.693
C 0.2411 -1.9455 -8.2380  -0.715
C -0.0329 -1.9021 -2.8446  -0.566
C 0.1470 -1.2523 -7.0321  0.524
H -4.1730 -1.9194 3.1842  0.194
H -3.9490 4.0181 1.1468  0.408
H -0.0824 -2.8356 -0.9114  0.540
H -1.0793 3.9805 4.8523  0.336
H -0.4594 1.2439 -0.7677  0.608
H -1.2194 1.6776 4.6033  0.029
H 1.3894 -0.7261 6.4261  0.315
H -0.6539 6.4112 4.1623  0.417
H 0.2710 -3.0271 -8.2437  0.433
H 2.2399 0.6773 5.8777  0.269
H -0.7876 0.7605 3.2076  -0.677
H -0.9411 4.3722 1.0481  0.213
H -0.2951 1.4458 -3.2148  0.258
H 0.3711 -1.7216 -10.3556  0.371
H -2.8841 3.0152 3.2662  0.456
H -0.0159 1.4316 -5.3399  0.163
H -3.5599 -0.9261 1.0583  0.289
H -1.9545 5.6044 0.2706  0.479
H 0.1415 1.9828 -8.1984  0.372
H 0.5939 4.4865 4.8544  0.469
H 0.3082 0.7327 -10.3286  0.373
H -2.9322 -1.8716 4.3728  0.264
H -3.1466 3.7317 -0.3865  0.323
H -3.2214 1.2844 3.2726  0.553
H -1.9305 -1.1296 0.5785  0.135
H 0.0889 -2.8202 -3.4021  0.495
H 0.1493 5.8254 2.7150  0.334

Atomic forces in eV per Å
1.2 0.7 0.2
0.1 -0.1 0.0
0.1 0.2 0.2
0.0 0.0 0.0
0.0 0.0 0.0
0.0 0.0 0.0
-0.2 0.0 -0.3
-0.2 0.0 0.0
0.1 0.0 0.0
-0.1 0.1 0.0
-1.4 -0.4 -0.1
0.0 0.0 -0.1
-0.1 0.0 -0.2
0.0 -0.2 0.2
0.0 0.0 -0.1
0.0 0.2 0.2
0.1 0.0 0.0
0.0 -0.2 0.0
0.1 0.1 0.0
0.0 0.1 0.0
0.0 0.0 0.0
0.3 0.0 0.3
0.0 -0.1 -0.1
-0.1 0.0 -0.1
0.0 -0.1 0.0
0.0 0.0 0.1
0.0 0.1 0.2
0.0 0.0 -0.1
0.0 0.1 0.0
-0.1 -0.3 -0.2
0.1 -0.1 0.0
-0.1 0.1 0.3
0.0 0.0 0.4
-0.1 0.0 0.0
0.1 0.0 -0.5
0.3 -0.4 -0.1
0.1 0.0 0.2
0.0 0.1 0.1
0.0 0.1 -0.2
0.0 0.0 0.0
0.0 -0.1 -0.2
0.0 0.3 -0.2
0.0 0.0 0.0
0.0 0.0 0.0
0.0 0.0 0.0
0.0 0.0 0.0
0.0 0.0 0.0
0.0 0.0 0.0
0.0 0.0 0.0
0.0 0.0 0.0
0.0 0.0 0.0
0.0 0.0 0.0
0.0 0.0 -0.1
0.0 0.0 0.0
0.0 0.0 0.0
0.0 0.0 0.0
0.0 0.0 0.0
0.0 0.0 0.0
0.0 0.0 0.0
0.0 0.0 0.0
0.0 0.0 0.0
0.0 0.0 0.0
0.0 0.0 0.0
0.0 0.0 0.0
0.0 0.0 0.0
0.0 0.0 0.0
0.0 0.0 0.0
0.0 0.0 0.0
0.0 0.0 0.0

Computed properties:
Energy above the lowest of the compared OMol25 structures with the same formula, charge and spin, eV: 1.554
Kohn-Sham gap, eV: 4.8
M, g mol⁻¹: 958.81
Total charge: -1
Lowest unoccupied orbital energy, eV: 1.20
HOMO, eV: -3.5483

---

# 3
DFT (ωB97M-V with the def2-TZVPD basis set) results for a cluster of 2 separate species, C26H27F3N2O4S3 in total at a distorted geometry.

Last column: Mulliken charge in e.
Positions of all 65 atoms, in Å:
S -0.4468 1.4017 0.5341  -0.143
S -0.1445 3.7954 2.5605  1.202
S -2.6653 2.2285 2.2392  1.285
F 0.1765 3.6993 -0.6174  -0.197
F -1.7477 2.8703 -1.2834  -0.213
F 0.1427 1.9611 -1.9723  -0.219
O -3.3060 3.5045 2.4311  -0.655
O -2.5144 1.2805 3.3109  -0.632
O -0.7108 3.6392 3.8721  -0.588
O 1.2322 3.4757 2.2835  -0.644
N 2.4724 -2.7790 -0.9773  0.408
N -1.1297 2.6168 1.5654  -0.093
C 0.0830 -2.6667 -0.7421  -0.551
C -0.4778 2.5503 -0.9162  0.742
C 2.5379 -1.3260 -1.0597  -1.104
C 5.5575 -4.4718 0.2879  -0.740
C -4.5048 2.1842 0.2329  -0.517
C -3.1721 0.1619 0.4756  0.139
C 6.1760 -4.8454 -0.9104  -0.315
C -0.5009 5.4830 2.0081  0.433
C -0.8136 8.1713 1.3356  -0.339
C -1.2446 -3.3333 -0.7963  -0.243
C 4.3421 -3.8810 -2.1656  0.045
C 5.5617 -4.5585 -2.1348  -0.660
C 0.6228 6.2613 1.7266  -0.407
C -3.4882 1.4668 0.8580  -0.289
C -1.9271 7.4073 1.6979  -0.673
C -1.2280 -4.8449 -0.4794  -1.076
C 1.2496 -3.3793 -0.8962  0.935
C -4.7834 0.3457 -1.3089  -0.585
C 1.2865 -4.8949 -0.9297  -0.474
C -5.1559 1.6168 -0.8614  -0.518
C -0.0696 -5.5649 -1.1679  -0.976
C 3.7101 -3.5086 -0.9619  -0.787
C -1.7673 6.0655 2.0614  -0.431
C -3.7875 -0.3822 -0.6476  -0.304
C 0.4636 7.6022 1.3744  -0.591
C 4.3344 -3.8028 0.2651  -0.045
H -2.6251 5.4761 2.3597  0.575
H -5.2941 -0.0950 -2.1642  0.388
H 2.0077 -0.9636 -1.9524  0.358
H -1.1388 -4.9972 0.6026  0.369
H 1.6090 5.8090 1.7821  0.441
H 6.0290 -4.6918 1.2468  0.355
H 3.8492 -3.6513 -3.1147  0.433
H 2.0854 -0.8672 -0.1701  0.353
H 3.8309 -3.5084 1.1902  0.436
H 1.7031 -5.2463 0.0337  0.301
H 3.5863 -1.0207 -1.1215  0.354
H -0.0040 -6.6003 -0.8181  0.358
H 1.3419 8.1992 1.1335  0.370
H 1.9897 -5.2266 -1.7100  0.351
H -0.2580 -5.6280 -2.2474  0.354
H -3.5067 -1.3843 -0.9832  0.220
H -5.9601 2.1666 -1.3543  0.379
H 7.1384 -5.3567 -0.8889  0.386
H 6.0371 -4.8565 -3.0709  0.354
H -1.6733 -3.2275 -1.8109  0.258
H -1.9635 -2.8222 -0.1414  0.131
H -2.4515 -0.4238 1.0480  0.632
H -4.7610 3.1794 0.5908  0.446
H -0.9360 9.2108 1.0338  0.377
H 0.0935 -1.5757 -0.6773  0.075
H -2.9193 7.8608 1.6993  0.384
H -2.1731 -5.3084 -0.7871  0.387

Atomic forces in eV per Å
0.6 2.2 0.2
-0.3 -0.9 0.3
-0.4 0.1 -0.1
-0.6 -0.8 -0.5
1.2 -0.1 0.2
-0.5 0.5 0.8
0.2 -0.5 0.4
0.0 0.5 -0.8
0.4 0.2 -0.7
-1.1 0.3 -0.1
0.9 0.5 -0.3
0.4 -0.1 0.3
1.5 -0.7 -0.3
0.0 -0.2 -0.3
0.2 -0.2 0.0
0.0 0.0 -0.2
0.2 0.1 -0.2
-0.1 -0.1 -0.1
-0.2 0.1 0.0
0.3 0.1 0.1
0.1 -0.3 0.1
-0.9 -0.6 -0.4
-0.3 0.0 0.5
0.0 0.1 0.2
0.0 -0.1 -0.3
-0.3 -0.3 0.2
0.4 -0.2 0.0
0.2 0.2 0.2
-1.6 0.3 0.4
0.0 0.1 0.1
0.0 -0.1 0.2
0.0 -0.2 0.0
0.0 0.1 -0.2
0.5 -0.1 0.0
-0.2 0.0 -0.2
-0.2 0.0 0.2
-0.3 -0.1 0.1
-0.3 0.0 -0.5
0.1 0.1 -0.1
0.2 0.1 0.2
0.0 0.0 0.2
0.0 0.1 0.0
-0.2 0.1 -0.1
-0.1 0.0 -0.3
0.2 -0.1 0.3
0.1 0.0 -0.1
0.2 -0.1 -0.3
-0.1 0.2 -0.4
-0.2 0.0 0.0
-0.1 0.1 0.0
-0.2 -0.1 0.1
-0.2 0.1 0.3
0.0 0.1 0.1
-0.2 0.4 0.1
0.3 -0.2 0.1
-0.3 0.1 0.0
-0.1 0.1 0.3
0.1 0.1 0.2
0.2 -0.2 0.1
-0.2 0.2 -0.2
0.1 -0.3 -0.1
0.0 -0.2 0.1
0.1 -0.4 -0.1
0.3 -0.2 0.0
0.1 0.1 0.1

Computed properties:
Energy above the lowest of the compared OMol25 structures with the same formula, charge and spin, eV: 0.000
Kohn-Sham gap, eV: 7.3
M, g mol⁻¹: 584.71
Lowest unoccupied orbital energy, eV: -0.12
HOMO, eV: -7.3821